{"formula": "C42H73IN2O10SSi", "method": "the ωB97M-V functional and the def2-TZVPD basis", "energy_ev": -95009.728, "gap_ha": 0.3361, "e_homo_ev": -8.64, "max_force_ev_per_a": 0.93, "smiles": "[H]/N=C/C[Si@@](CCCCCCCCCCCCCCCC)(N=C=S)[C@H](I)CC.O=C1CCCO1.O=C1CCCO1.O=C1CCCO1.O=C1CCCO1.O=C1CCCO1", "species": ["H", "N", "C", "C", "Si", "C", "C", "C", "C", "C", "C", "C", "C", "C", "C", "C", "C", "C", "C", "C", "C", "N", "C", "S", "C", "I", "C", "C", "H", "H", "H", "H", "H", "H", "H", "H", "H", "H", "H", "H", "H", "H", "H", "H", "H", "H", "H", "H", "H", "H", "H", "H", "H", "H", "H", "H", "H", "H", "H", "H", "H", "H", "H", "H", "H", "H", "H", "H", "H", "H", "O", "C", "C", "C", "C", "O", "H", "H", "H", "H", "H", "H", "O", "C", "C", "C", "C", "O", "H", "H", "H", "H", "H", "H", "O", "C", "C", "C", "C", "O", "H", "H", "H", "H", "H", "H", "O", "C", "C", "C", "C", "O", "H", "H", "H", "H", "H", "H", "O", "C", "C", "C", "C", "O", "H", "H", "H", "H", "H", "H"], "coordinates": [[6.918, -1.569, -4.199], [6.378, -1.908, -3.403], [5.136, -1.771, -3.633], [4.111, -2.199, -2.625], [4.089, -1.307, -0.975], [2.556, -1.945, -0.090], [1.229, -1.235, -0.406], [0.024, -1.884, 0.322], [-1.037, -2.457, -0.637], [-2.451, -2.536, -0.057], [-3.165, -1.196, 0.143], [-3.685, -0.594, -1.169], [-4.428, 0.731, -0.981], [-3.522, 1.971, -0.947], [-4.302, 3.242, -0.542], [-3.699, 4.064, 0.619], [-4.749, 4.430, 1.671], [-4.152, 5.277, 2.804], [-3.143, 4.487, 3.680], [-1.670, 4.962, 3.575], [-0.651, 3.830, 3.285], [5.441, -1.857, 0.028], [6.599, -1.590, -0.107], [8.118, -1.210, -0.167], [3.943, 0.567, -1.078], [5.434, 1.560, -2.261], [3.845, 1.243, 0.305], [5.076, 1.119, 1.209], [4.756, -1.360, -4.573], [3.107, -2.176, -3.068], [4.319, -3.250, -2.378], [2.723, -1.986, 0.992], [2.443, -2.979, -0.452], [1.276, -0.172, -0.149], [1.037, -1.293, -1.485], [0.413, -2.717, 0.922], [-0.437, -1.193, 1.037], [-1.062, -1.854, -1.552], [-0.739, -3.478, -0.906], [-3.065, -3.137, -0.739], [-2.414, -3.069, 0.903], [-4.015, -1.357, 0.816], [-2.507, -0.460, 0.626], [-4.347, -1.311, -1.669], [-2.817, -0.429, -1.825], [-4.995, 0.705, -0.039], [-5.164, 0.837, -1.785], [-3.084, 2.109, -1.943], [-2.685, 1.780, -0.261], [-5.306, 2.926, -0.233], [-4.420, 3.870, -1.430], [-2.893, 3.482, 1.084], [-3.243, 4.991, 0.249], [-5.516, 5.035, 1.170], [-5.210, 3.521, 2.078], [-3.645, 6.134, 2.343], [-4.952, 5.682, 3.434], [-3.472, 4.528, 4.723], [-3.192, 3.435, 3.375], [-1.597, 5.727, 2.798], [-1.393, 5.430, 4.524], [-1.158, 2.893, 3.040], [-0.014, 4.089, 2.434], [0.000, 3.652, 4.144], [3.001, 0.743, -1.610], [2.983, 0.814, 0.831], [3.628, 2.307, 0.145], [6.014, 1.191, 0.649], [5.070, 1.927, 1.945], [5.097, 0.175, 1.756], [5.624, 1.831, 4.685], [6.092, 0.748, 4.890], [6.917, 0.299, 6.084], [7.552, -1.000, 5.590], [6.517, -1.491, 4.586], [5.925, -0.291, 4.045], [6.236, 0.135, 6.922], [7.635, 1.068, 6.354], [7.759, -1.730, 6.369], [8.488, -0.777, 5.075], [5.730, -2.082, 5.055], [6.941, -2.058, 3.766], [-6.755, 0.722, -3.551], [-7.360, -0.306, -3.474], [-8.438, -0.835, -4.401], [-9.084, -1.944, -3.573], [-7.924, -2.387, -2.689], [-7.132, -1.205, -2.485], [-7.951, -1.219, -5.299], [-9.119, -0.037, -4.679], [-9.504, -2.757, -4.160], [-9.880, -1.526, -2.955], [-7.297, -3.139, -3.174], [-8.234, -2.760, -1.716], [6.726, -4.577, 4.366], [6.862, -4.919, 3.227], [6.499, -6.244, 2.586], [7.263, -6.201, 1.263], [7.330, -4.702, 0.989], [7.377, -4.091, 2.292], [5.418, -6.260, 2.438], [6.782, -7.068, 3.236], [6.792, -6.758, 0.455], [8.270, -6.597, 1.406], [6.444, -4.330, 0.472], [8.214, -4.395, 0.437], [-11.417, 5.379, 2.577], [-10.330, 5.816, 2.809], [-9.068, 5.689, 1.974], [-7.967, 6.071, 2.960], [-8.706, 7.019, 3.897], [-10.062, 6.544, 3.921], [-9.141, 6.391, 1.141], [-8.977, 4.680, 1.582], [-7.091, 6.523, 2.498], [-7.640, 5.187, 3.508], [-8.709, 8.047, 3.528], [-8.323, 7.012, 4.915], [3.020, -1.815, -6.320], [3.628, -2.606, -6.979], [3.149, -3.382, -8.190], [4.190, -4.493, -8.315], [5.424, -3.830, -7.714], [4.919, -2.925, -6.716], [3.156, -2.707, -9.047], [2.137, -3.741, -8.029], [4.352, -4.845, -9.332], [3.894, -5.346, -7.704], [5.982, -3.249, -8.450], [6.100, -4.529, -7.228]], "forces_ev_per_a": [[0.0, 0.0, 0.1], [-0.2, -0.1, 0.0], [0.2, 0.1, -0.1], [0.2, -0.2, -0.2], [-0.5, -0.3, 0.3], [-0.1, 0.1, -0.3], [-0.2, -0.1, 0.1], [0.1, -0.3, 0.0], [-0.1, 0.1, 0.2], [0.0, 0.0, 0.1], [-0.1, 0.0, -0.2], [0.3, 0.1, 0.1], [-0.1, 0.1, 0.0], [-0.1, -0.2, -0.1], [0.2, -0.1, 0.1], [-0.1, -0.3, -0.1], [0.4, 0.6, 0.0], [0.1, -0.2, 0.1], [0.0, 0.2, -0.2], [-0.1, -0.4, 0.1], [-0.1, 0.3, -0.1], [-0.5, 0.2, -0.8], [0.6, 0.3, 0.3], [0.1, -0.1, 0.0], [-0.1, -0.1, 0.4], [0.0, 0.0, -0.1], [0.2, 0.1, 0.0], [0.0, 0.0, 0.0], [0.0, 0.0, 0.2], [0.1, 0.1, 0.1], [-0.1, 0.1, 0.1], [0.0, 0.0, -0.1], [0.1, 0.0, 0.3], [0.1, -0.1, -0.1], [0.1, 0.1, 0.1], [-0.1, 0.1, 0.1], [0.1, 0.0, -0.2], [0.0, -0.1, 0.0], [0.1, 0.2, -0.2], [0.0, 0.0, 0.2], [0.0, 0.0, -0.1], [0.1, 0.1, 0.0], [-0.1, -0.2, 0.1], [0.1, 0.0, 0.1], [-0.2, 0.0, -0.1], [0.0, -0.1, -0.1], [0.1, 0.1, 0.2], [0.1, -0.1, 0.1], [-0.1, 0.1, 0.0], [0.0, 0.1, -0.1], [-0.2, 0.0, 0.2], [-0.1, 0.1, 0.0], [0.0, -0.1, 0.0], [-0.1, -0.3, 0.1], [0.0, 0.1, -0.1], [-0.1, 0.0, 0.1], [0.0, 0.0, -0.1], [0.1, -0.1, -0.1], [0.0, 0.1, 0.1], [0.0, 0.0, 0.1], [0.0, 0.2, -0.2], [0.1, 0.1, 0.0], [0.0, -0.1, 0.1], [-0.1, -0.1, -0.1], [0.2, 0.0, -0.1], [0.0, 0.1, -0.1], [-0.1, -0.2, 0.0], [-0.1, 0.1, 0.0], [0.0, -0.2, 0.0], [-0.1, 0.1, -0.1], [0.0, 0.0, -0.1], [0.0, 0.0, 0.2], [0.2, -0.2, -0.2], [0.0, 0.1, 0.0], [0.1, 0.0, 0.0], [0.0, 0.0, 0.0], [0.0, 0.0, 0.0], [-0.1, 0.1, 0.1], [-0.1, 0.0, 0.0], [0.0, 0.0, 0.0], [0.0, 0.0, 0.0], [0.0, 0.0, -0.1], [-0.1, 0.0, 0.0], [0.0, 0.0, -0.1], [-0.1, -0.1, 0.2], [0.0, 0.1, 0.0], [0.0, -0.1, 0.0], [0.0, 0.0, 0.0], [0.0, 0.0, 0.0], [0.1, 0.0, -0.1], [0.0, 0.0, 0.0], [0.0, 0.0, 0.0], [0.0, 0.0, 0.0], [0.0, 0.0, 0.0], [0.0, -0.1, 0.0], [-0.1, 0.1, 0.0], [0.2, 0.0, -0.2], [0.0, 0.0, 0.1], [0.0, -0.1, -0.1], [0.0, 0.0, 0.0], [0.0, 0.0, 0.0], [-0.1, 0.0, 0.1], [0.0, 0.0, 0.0], [0.0, 0.0, 0.0], [0.0, 0.0, 0.0], [0.0, 0.1, 0.1], [0.0, 0.0, 0.0], [0.0, 0.0, -0.1], [0.1, 0.0, 0.2], [0.0, -0.1, -0.1], [0.1, 0.0, 0.0], [0.0, 0.0, 0.0], [0.0, 0.0, 0.0], [-0.1, 0.0, -0.1], [0.0, 0.0, 0.0], [0.0, 0.0, 0.0], [0.0, 0.0, 0.0], [-0.1, 0.0, 0.0], [0.0, 0.0, 0.1], [-0.1, 0.1, -0.1], [0.1, -0.2, 0.1], [-0.1, 0.0, 0.0], [0.1, -0.1, 0.0], [0.0, 0.0, 0.0], [0.0, 0.0, 0.0], [0.0, 0.1, 0.0], [0.0, 0.0, 0.0], [0.0, 0.0, 0.0], [0.0, 0.0, 0.0], [0.0, 0.0, 0.1]], "lowdin_charge": [0.050, 0.087, -0.349, -0.215, 0.492, -0.247, -0.251, -0.198, -0.213, -0.221, -0.215, -0.209, -0.217, -0.199, -0.191, -0.202, -0.232, -0.214, -0.205, -0.242, -0.107, 0.041, -0.902, 0.719, -0.780, 0.860, -0.364, -0.131, 0.088, 0.082, 0.091, 0.085, 0.084, 0.091, 0.101, 0.105, 0.103, 0.099, 0.111, 0.107, 0.110, 0.111, 0.101, 0.102, 0.109, 0.114, 0.085, 0.111, 0.099, 0.099, 0.109, 0.095, 0.116, 0.103, 0.117, 0.103, 0.085, 0.102, 0.092, 0.092, 0.096, 0.056, 0.065, 0.064, 0.042, 0.095, 0.096, 0.033, 0.074, 0.052, 0.113, -0.488, -0.075, -0.142, -0.147, 0.008, 0.129, 0.122, 0.116, 0.119, 0.125, 0.102, 0.122, -0.481, -0.073, -0.151, -0.153, 0.013, 0.131, 0.125, 0.114, 0.118, 0.126, 0.125, 0.115, -0.480, -0.071, -0.145, -0.165, 0.006, 0.132, 0.124, 0.115, 0.117, 0.108, 0.115, 0.124, -0.488, -0.073, -0.165, -0.154, 0.022, 0.132, 0.125, 0.103, 0.119, 0.126, 0.124, 0.119, -0.484, -0.073, -0.151, -0.149, 0.008, 0.132, 0.125, 0.115, 0.118, 0.127, 0.126]}

{"formula": "C42H74F3N2O18", "method": "the ωB97M-V functional and the def2-TZVPD basis", "energy_ev": -92724.022, "gap_ha": 0.2754, "e_homo_ev": -11.29, "relative_energy_kcal_mol": 307.49, "max_force_ev_per_a": 10.58, "total_charge": 1, "species": ["C", "C", "F", "C", "N", "C", "C", "C", "N", "C", "O", "F", "C", "O", "F", "C", "C", "H", "H", "H", "H", "H", "H", "H", "H", "H", "H", "O", "C", "O", "C", "C", "C", "H", "H", "H", "H", "H", "H", "H", "H", "O", "C", "O", "C", "C", "C", "H", "H", "H", "H", "H", "H", "H", "H", "O", "C", "O", "C", "C", "C", "H", "H", "H", "H", "H", "H", "H", "H", "O", "C", "O", "C", "C", "C", "H", "H", "H", "H", "H", "H", "H", "H", "O", "C", "O", "C", "C", "C", "H", "H", "H", "H", "H", "H", "H", "H", "O", "C", "O", "C", "C", "C", "H", "H", "H", "H", "H", "H", "H", "H", "O", "C", "O", "C", "C", "C", "H", "H", "H", "H", "H", "H", "H", "H", "O", "C", "O", "C", "C", "C", "H", "H", "H", "H", "H", "H", "H", "H"], "coordinates": [[0.332, 0.342, 2.747], [-0.047, 1.662, 1.827], [1.064, 2.643, 1.841], [-1.408, 2.410, 2.443], [-2.470, 1.318, 2.588], [-2.906, 0.986, 4.001], [-4.032, -0.200, 4.291], [-4.637, -0.967, 2.943], [-5.644, -2.085, 3.231], [-6.309, -2.586, 1.968], [-6.265, -3.911, 1.736], [-6.998, -1.738, 0.952], [-4.765, -3.194, 3.846], [-4.999, -3.753, 5.040], [-3.575, -3.577, 3.003], [-4.107, -0.528, 1.453], [-2.992, 0.677, 1.321], [1.479, 0.089, 2.541], [-0.310, -0.605, 2.463], [0.115, 0.546, 3.894], [-0.210, 1.320, 0.695], [-1.829, 3.232, 1.708], [-1.152, 2.833, 3.520], [-2.477, 1.517, 4.978], [-4.386, -0.499, 5.371], [-4.519, -1.057, 0.470], [-2.567, 1.060, 0.275], [-1.538, 2.178, 6.056], [-0.706, 2.160, 6.960], [0.339, 1.305, 6.910], [1.458, 1.329, 7.815], [1.148, 0.550, 9.078], [-0.885, 3.019, 8.178], [1.779, 2.355, 8.018], [2.290, 0.845, 7.291], [0.311, 0.990, 9.627], [2.019, 0.524, 9.738], [0.860, -0.477, 8.832], [-1.561, 2.519, 8.874], [-1.326, 3.972, 7.868], [0.046, 3.265, 8.684], [0.154, -2.346, 2.045], [0.994, -2.952, 1.383], [1.275, -2.569, 0.119], [2.361, -3.089, -0.670], [1.956, -4.371, -1.369], [1.655, -4.183, 1.934], [3.267, -3.203, -0.067], [2.588, -2.327, -1.424], [1.704, -5.158, -0.652], [2.764, -4.733, -2.010], [1.064, -4.207, -1.982], [1.001, -5.042, 1.777], [1.813, -4.040, 3.009], [2.636, -4.384, 1.508], [4.031, -5.783, 1.808], [5.213, -5.770, 1.471], [5.669, -4.830, 0.614], [7.057, -4.613, 0.301], [7.513, -5.546, -0.803], [6.149, -6.849, 1.932], [7.678, -4.684, 1.199], [7.137, -3.578, -0.048], [7.435, -6.594, -0.503], [8.552, -5.341, -1.076], [6.884, -5.424, -1.691], [6.039, -7.720, 1.284], [5.882, -7.125, 2.958], [7.193, -6.543, 1.961], [4.026, -1.911, -3.270], [3.591, -0.878, -3.775], [3.245, -0.848, -5.080], [2.560, 0.245, -5.719], [3.541, 1.309, -6.168], [3.523, 0.391, -2.975], [1.768, 0.642, -5.077], [2.060, -0.176, -6.599], [4.076, 1.746, -5.321], [3.023, 2.111, -6.701], [4.298, 0.876, -6.830], [4.502, 0.873, -2.983], [3.253, 0.137, -1.944], [2.767, 1.091, -3.324], [-4.630, -0.697, -1.113], [-5.496, -0.824, -1.976], [-5.340, -0.251, -3.189], [-6.197, -0.488, -4.321], [-7.412, 0.418, -4.277], [-6.779, -1.539, -1.669], [-6.461, -1.547, -4.400], [-5.606, -0.251, -5.212], [-8.025, 0.227, -3.393], [-8.032, 0.274, -5.166], [-7.104, 1.467, -4.227], [-7.464, -0.850, -1.171], [-6.557, -2.376, -0.997], [-7.263, -1.971, -2.542], [-9.241, -0.075, -7.115], [-8.648, -0.210, -8.183], [-7.326, -0.484, -8.201], [-6.581, -0.839, -9.381], [-6.124, 0.400, -10.125], [-9.362, 0.018, -9.484], [-7.150, -1.527, -10.013], [-5.701, -1.394, -9.035], [-6.973, 0.995, -10.475], [-5.513, 0.127, -10.989], [-5.536, 1.047, -9.466], [-9.381, 1.088, -9.701], [-10.389, -0.349, -9.385], [-8.927, -0.519, -10.325], [7.302, 2.845, -5.314], [7.732, 1.727, -5.038], [7.183, 1.013, -4.032], [7.485, -0.366, -3.748], [8.721, -0.480, -2.878], [8.931, 1.175, -5.751], [7.561, -0.950, -4.670], [6.624, -0.765, -3.201], [9.605, -0.077, -3.380], [8.915, -1.524, -2.620], [8.592, 0.095, -1.955], [9.838, 1.570, -5.289], [8.890, 1.496, -6.798], [8.972, 0.088, -5.768], [0.034, 5.632, 8.832], [-0.401, 6.665, 8.327], [-0.747, 6.695, 7.022], [-1.432, 7.788, 6.383], [-0.450, 8.852, 5.934], [-0.469, 7.934, 9.127], [-2.224, 8.186, 7.025], [-1.931, 7.368, 5.503], [0.085, 9.290, 6.781], [-0.968, 9.654, 5.401], [0.307, 8.419, 5.272], [0.511, 8.416, 9.119], [-0.739, 7.680, 10.158], [-1.225, 8.634, 8.778]], "forces_ev_per_a": [[0.0, 0.6, -0.1], [0.0, -0.7, 0.5], [-2.4, -1.8, 0.0], [1.1, 0.0, -0.4], [-2.4, -1.9, 0.7], [-2.9, -3.4, -2.1], [1.3, 1.0, -5.1], [3.2, 4.0, 0.7], [2.4, 0.2, -3.1], [0.2, -8.0, -2.0], [-0.7, 9.6, 1.5], [2.4, -2.0, 4.7], [-0.2, -4.3, 5.3], [2.0, 4.5, -9.4], [-4.1, 1.5, 2.8], [1.5, 1.6, 3.6], [-2.2, -2.2, 3.5], [-2.6, 0.6, 0.6], [1.4, 2.3, 0.3], [0.8, -0.1, -2.3], [0.4, 1.0, 2.5], [0.9, -1.6, 1.6], [-0.7, -0.9, -2.4], [-0.4, -0.8, -2.6], [0.9, 0.8, -2.4], [1.0, 1.4, 2.1], [-1.1, -1.0, 2.7], [1.3, 0.0, 1.0], [0.0, -0.3, 0.4], [-0.9, 0.5, -1.0], [0.3, 0.0, 0.5], [-0.3, -0.1, 0.1], [0.2, 0.5, -0.3], [-0.2, -0.1, 0.0], [-0.4, 0.1, -0.2], [0.2, 0.0, 0.0], [-0.1, 0.0, -0.1], [0.2, 0.1, 0.0], [0.0, -0.1, -0.1], [0.0, -0.4, 0.1], [-0.2, -0.1, 0.0], [1.0, -1.1, -1.5], [-0.8, 0.0, 0.6], [-0.5, 0.7, 0.6], [0.2, -0.3, -0.3], [-0.1, -0.2, 0.1], [0.5, 0.5, 0.2], [-0.2, -0.1, 0.0], [-0.2, -0.1, 0.3], [0.2, 0.1, 0.0], [-0.1, 0.1, 0.1], [0.2, 0.1, 0.0], [0.0, 0.1, 0.0], [-0.3, -0.1, -0.2], [-0.4, -0.1, -0.1], [2.3, 0.2, -0.8], [-1.3, -0.3, 0.3], [-0.6, 0.3, 0.3], [0.2, -0.2, -0.2], [-0.1, -0.2, -0.1], [0.3, 0.1, 0.7], [-0.1, -0.1, -0.1], [-0.3, -0.2, 0.2], [0.1, 0.1, 0.0], [-0.1, 0.0, 0.0], [0.1, 0.1, 0.1], [0.0, 0.1, 0.0], [-0.1, -0.1, -0.4], [0.0, -0.1, -0.2], [-0.7, 1.5, -1.2], [0.7, -1.0, 0.4], [0.0, -0.7, 0.3], [0.1, 0.3, -0.1], [0.2, 0.1, 0.1], [-0.6, 0.1, 0.4], [0.2, 0.0, 0.1], [0.2, -0.2, 0.3], [-0.1, 0.0, -0.1], [0.1, -0.1, 0.0], [-0.2, 0.0, 0.0], [0.0, 0.0, 0.0], [0.3, 0.0, -0.2], [0.2, 0.1, -0.1], [-0.7, 0.1, -2.0], [0.0, 0.4, -0.3], [0.9, -0.4, 1.2], [-0.6, 0.1, -0.3], [-0.1, 0.1, 0.1], [0.1, -0.9, -0.3], [0.0, 0.1, 0.2], [0.1, 0.0, 0.4], [0.0, -0.1, -0.1], [0.1, 0.0, 0.1], [0.0, -0.1, -0.1], [0.1, -0.1, -0.1], [-0.1, 0.4, -0.3], [-0.1, 0.3, -0.1], [1.5, -0.4, -1.7], [-0.9, 0.4, 1.2], [-0.1, -0.3, 0.6], [0.1, 0.2, -0.3], [-0.1, 0.2, 0.0], [-0.4, -0.6, -0.3], [0.0, 0.2, 0.1], [-0.3, 0.1, 0.2], [0.1, -0.1, -0.1], [-0.1, 0.0, 0.1], [0.0, -0.2, -0.1], [0.0, -0.1, 0.0], [0.2, 0.3, 0.1], [0.1, 0.2, 0.0], [0.4, -2.2, 0.8], [-0.3, 1.8, -0.4], [-0.6, 0.3, -0.1], [0.2, -0.1, 0.1], [0.2, 0.2, 0.0], [-0.1, -0.4, -0.7], [0.1, 0.2, 0.1], [0.0, 0.3, -0.2], [-0.1, -0.1, 0.0], [0.0, 0.1, 0.0], [-0.1, -0.1, -0.1], [-0.1, 0.0, 0.0], [0.1, 0.2, 0.3], [0.1, 0.0, 0.2], [-0.7, 1.8, -1.2], [0.8, -1.0, 0.7], [-0.1, -0.7, 0.2], [0.1, 0.3, -0.1], [0.2, 0.1, 0.1], [-0.6, 0.1, 0.4], [0.2, -0.1, 0.0], [0.2, -0.2, 0.3], [-0.1, 0.0, -0.1], [0.0, -0.1, 0.1], [-0.2, 0.0, 0.0], [-0.1, 0.0, 0.0], [0.3, 0.0, -0.2], [0.2, 0.1, -0.1]], "lowdin_charge": [-0.059, -0.247, -0.106, -0.092, -0.102, 0.092, 0.102, -0.083, 0.064, -0.161, 0.056, 0.002, -0.170, 0.084, 0.015, 0.102, 0.091, 0.114, 0.062, 0.088, 0.150, 0.148, 0.147, 0.080, 0.124, 0.075, 0.158, 0.016, -0.435, 0.008, -0.214, -0.062, 0.017, 0.122, 0.128, 0.071, 0.088, 0.087, 0.110, 0.082, 0.066, 0.017, -0.477, -0.003, -0.215, -0.053, 0.007, 0.116, 0.092, 0.072, 0.085, 0.084, 0.107, 0.101, 0.030, 0.066, -0.478, -0.008, -0.224, -0.064, 0.013, 0.116, 0.122, 0.070, 0.084, 0.086, 0.102, 0.099, 0.072, 0.056, -0.502, -0.001, -0.226, -0.062, 0.020, 0.114, 0.124, 0.069, 0.085, 0.087, 0.091, 0.091, 0.074, 0.020, -0.443, 0.011, -0.214, -0.053, 0.015, 0.120, 0.126, 0.071, 0.057, 0.089, 0.101, 0.084, 0.084, 0.071, -0.494, -0.014, -0.227, -0.067, 0.010, 0.117, 0.123, 0.070, 0.085, 0.085, 0.101, 0.099, 0.071, 0.077, -0.507, -0.020, -0.225, -0.063, 0.007, 0.120, 0.110, 0.070, 0.079, 0.087, 0.100, 0.097, 0.070, 0.062, -0.488, -0.008, -0.226, -0.065, 0.013, 0.117, 0.124, 0.070, 0.086, 0.087, 0.102, 0.099, 0.072]}